Computed, not measured: a molecular structure, C18H15Cl2F5N7ORuS, with the ωB97M-V functional and the def2-TZVPD basis.

M ... 644.40 g/mol
Largest force on an atom ... 1.15 eV/A
Net charge ... +2
HOMO energy (spin up / spin down) ... -0.52607 / -0.54306 Ha
Kohn-Sham gap (spin up / spin down) ... 7.58 / 6.49 eV
Spin multiplicity ... 2
<S²> ... 0.775
ΔE to the lowest compared entry with this formula, charge and spin ... 0.000 eV

```
50
Properties=species:S:1:pos:R:3:mulliken_charge:R:1
Ru 0.669 0.778 0.549 0.2719
F -4.303 3.098 -4.475 -0.2379
C -3.356 2.526 -3.774 0.7266
C -2.877 3.145 -2.624 -0.2438
F -3.376 4.309 -2.243 -0.2607
C -1.881 2.543 -1.888 -0.0133
F -1.447 3.179 -0.800 -0.0328
C -1.326 1.314 -2.256 0.5281
S -0.043 0.424 -1.492 -0.0785
C -1.838 0.716 -3.423 0.2105
F -1.357 -0.455 -3.821 -0.2781
C -2.833 1.303 -4.177 0.1731
F -3.289 0.713 -5.263 -0.2432
N -3.017 0.943 2.447 0.0864
C -2.175 0.179 1.758 -0.3320
N -1.139 0.934 1.423 0.2457
C -1.421 2.166 1.949 0.1381
N -2.560 2.203 2.580 -0.6248
C -0.469 3.241 1.695 0.4313
C -0.636 4.551 2.108 -0.4592
N 0.232 5.498 1.770 -0.4994
C 1.257 5.136 1.014 -0.3955
C 1.446 3.822 0.595 -0.4583
N 0.585 2.871 0.943 0.3965
H -3.906 0.686 2.854 0.1998
H -2.320 -0.863 1.531 0.5159
H -1.488 4.835 2.714 0.4978
H 1.960 5.907 0.723 0.4114
H 2.287 3.540 -0.022 0.4723
N 0.829 -1.280 0.550 -0.2155
C 1.175 -2.332 0.194 0.4495
N 1.539 -3.506 -0.190 -0.0078
C 0.793 -4.249 -1.237 -0.4951
C 0.308 -5.561 -0.645 -0.5479
O 1.387 -6.280 -0.089 -0.3468
C 1.979 -5.589 0.990 -0.5693
C 2.590 -4.284 0.509 -0.4971
H 1.484 -4.430 -2.060 0.2563
H -0.030 -3.629 -1.590 0.3919
H -0.124 -6.182 -1.427 0.3570
H -0.458 -5.374 0.119 0.3270
H 2.755 -6.233 1.399 0.3702
H 1.234 -5.394 1.772 0.3221
H 3.387 -4.477 -0.210 0.2866
H 2.981 -3.691 1.334 0.3649
Cl 1.933 0.670 2.949 -0.0085
C 3.505 0.625 2.116 -0.2800
Cl 3.282 0.891 0.363 -0.0366
H 3.944 -0.356 2.253 0.3499
H 4.133 1.419 2.501 0.3817
```

=====

Computed, not measured: C18H15Cl2N3O3S in the gas phase, with the ωB97M-V functional and the def2-TZVPD basis.

M ... 424.31 g/mol
Largest force on an atom ... 1.09 eV/A
HOMO energy ... -0.32230 Ha
Kohn-Sham gap ... 9.18 eV
SMILES ... Cc1c(Cl)cnc(NC(=O)COC(=O)CCc2nc3ccccc3s2)c1Cl
ΔE to the lowest compared entry with this formula, charge and spin ... 0.000 eV

```
42
Properties=species:S:1:pos:R:3:mulliken_charge:R:1
C -3.460 -1.081 1.866 -2.1523
C -2.769 -1.070 0.546 0.1026
C -1.390 -1.276 0.471 1.3201
C -0.762 -1.290 -0.778 -0.6742
N -1.415 -1.030 -1.899 -0.6325
C -2.712 -0.806 -1.850 -0.7072
C -3.428 -0.845 -0.664 1.1458
Cl -5.129 -0.568 -0.711 -0.2354
H -3.195 -0.597 -2.793 0.4058
N 0.603 -1.550 -0.918 0.1170
C 1.226 -2.655 -0.414 0.5927
O 0.693 -3.506 0.249 -0.5965
C 2.706 -2.722 -0.801 -0.7008
H 3.257 -3.179 0.027 0.3564
H 2.814 -3.333 -1.701 0.3603
O 3.238 -1.440 -1.104 -0.4210
C 3.752 -0.744 -0.073 0.7579
O 3.832 -1.168 1.045 -0.5999
C 4.203 0.629 -0.518 -0.7295
H 5.289 0.678 -0.420 0.3505
H 3.929 0.783 -1.562 0.3636
C 3.569 1.690 0.387 -0.6141
C 2.091 1.748 0.251 0.6352
N 1.277 1.830 1.225 -0.6242
C -0.023 1.943 0.825 -0.5047
C -1.128 2.071 1.660 -0.3715
C -2.375 2.215 1.091 -0.6286
C -2.540 2.231 -0.292 -0.4832
C -1.459 2.093 -1.140 -0.5960
C -0.205 1.948 -0.575 1.0516
S 1.335 1.782 -1.362 -0.3208
H -1.580 2.104 -2.212 0.4547
H -3.527 2.355 -0.709 0.5029
H -3.243 2.327 1.725 0.4371
H -0.983 2.065 2.728 0.4679
H 3.801 1.472 1.431 0.2722
H 3.983 2.670 0.134 0.3495
H 1.053 -1.069 -1.688 0.4425
Cl -0.472 -1.436 1.913 -0.1437
H -3.348 -2.061 2.328 0.4001
H -2.994 -0.352 2.527 0.3856
H -4.515 -0.853 1.757 0.4641
```

=====

Computed, not measured: a molecular structure, C18H15Cl3N4O2Tb, with the ωB97M-V functional and the def2-TZVPD basis.

M ... 584.63 g/mol
Largest force on an atom ... 2.77 eV/A
Net charge ... +1
HOMO energy (spin up / spin down) ... -0.40348 / -0.39982 Ha
Kohn-Sham gap (spin up / spin down) ... 6.97 / 8.02 eV
Spin multiplicity ... 7
<S²> ... 12.618

```
43
Properties=species:S:1:pos:R:3:mulliken_charge:R:1
Tb 0.792 -0.327 0.583 0.9286
Cl 6.770 -0.138 4.624 -0.2006
C 5.091 -0.501 4.071 0.3221
C 4.892 -0.414 2.709 -0.9386
C 3.603 -0.661 2.283 0.8870
Cl 3.511 -0.870 0.536 -0.2226
C 2.526 -0.870 3.106 0.3077
O 1.334 -0.922 2.515 -0.6149
C 2.796 -0.865 4.496 0.2301
Cl 1.528 -1.215 5.598 -0.1823
C 4.053 -0.754 4.963 -0.5720
H 5.729 -0.393 1.974 0.3748
H 4.339 -0.864 6.016 0.4189
C -5.016 -0.990 -1.299 -1.1073
N -3.620 -1.102 -0.881 0.0785
C -2.631 -1.938 -1.561 -0.4649
C -1.387 -1.589 -0.769 0.7421
O -0.206 -1.959 -0.939 -0.7325
N -1.663 -0.774 0.261 -0.4359
C -3.011 -0.451 0.120 0.3180
N -3.577 0.360 0.952 -0.3492
H -5.603 -1.511 -0.604 0.4125
H -5.091 -1.468 -2.296 0.3614
H -5.362 0.039 -1.432 0.3885
H -2.527 -1.615 -2.608 0.3661
H -2.914 -3.010 -1.592 0.3795
H -3.063 0.613 1.786 0.2496
H -4.596 0.482 0.895 0.2525
C 0.658 2.101 0.388 -1.4357
C 0.443 1.881 -1.051 0.7106
C 1.447 1.271 -1.839 -0.2087
C 1.228 0.951 -3.180 -0.9171
C -0.040 1.122 -3.784 0.3114
C -1.070 1.599 -2.932 -0.6722
C -0.828 1.948 -1.629 -0.3400
C -0.275 0.951 -5.205 -0.0684
N -0.725 0.887 -6.269 -0.4577
H -0.126 2.624 0.971 0.3758
H 1.696 2.260 0.763 0.3877
H 2.490 1.367 -1.608 0.5848
H 2.086 0.581 -3.758 0.5059
H -2.069 1.745 -3.331 0.5302
H -1.612 2.420 -1.042 0.4963
```

=====

Computed, not measured: a molecular structure, C18H15F6NO9PS2Se2Ta, with the ωB97M-V functional and the def2-TZVPD basis.

M ... 937.28 g/mol
Largest force on an atom ... 3.05 eV/A
Net charge ... +2
HOMO energy ... -0.54469 Ha
Kohn-Sham gap ... 6.83 eV

```
55
Properties=species:S:1:pos:R:3:mulliken_charge:R:1
Ta 0.929 -0.064 1.196 2.0017
O -1.561 4.275 1.131 -0.4686
C -0.690 3.288 1.105 0.2692
O -0.979 2.115 1.035 -0.1959
C 0.722 3.791 1.136 -0.5243
O 1.551 2.657 1.275 -0.1362
C 2.913 2.911 0.975 -0.3887
C 3.628 1.582 0.970 0.1981
O 4.790 1.401 1.076 -0.4735
O 2.739 0.544 0.851 -0.5036
H -2.462 3.917 1.087 0.4058
H 0.853 4.501 1.956 0.3927
H 0.921 4.314 0.194 0.4461
H 3.380 3.563 1.715 0.3761
H 3.020 3.369 -0.014 0.4485
F 2.830 0.087 5.793 -0.1508
C 2.051 0.809 5.040 0.7142
F 2.739 1.554 4.208 -0.1462
F 1.212 1.526 5.738 -0.1545
S 0.985 -0.394 4.045 0.8990
O 0.249 0.529 3.038 -0.6727
O 0.192 -1.194 4.887 -0.4703
N 2.079 -1.063 3.034 -0.4853
S 1.914 -2.493 2.217 0.8206
O 1.016 -3.446 2.736 -0.4551
O 1.664 -1.954 0.804 -0.3907
C 3.674 -3.207 2.114 0.6592
F 3.573 -4.197 1.264 -0.1499
F 4.486 -2.279 1.691 -0.1396
F 3.973 -3.614 3.318 -0.1502
Se 0.736 0.609 -1.275 -0.2905
P -1.145 -0.501 -1.353 0.6282
Se -1.451 -0.957 0.781 -0.2254
C -0.977 -1.973 -2.343 0.9687
C -2.127 -2.499 -2.935 -0.4921
C -2.043 -3.674 -3.663 -0.7330
C -0.820 -4.315 -3.803 -0.4727
C 0.326 -3.788 -3.219 -0.8840
C 0.252 -2.618 -2.484 -0.3180
C -2.494 0.502 -1.949 0.9194
C -2.297 1.203 -3.141 -0.3980
C -3.344 1.920 -3.692 -0.7437
C -4.584 1.933 -3.061 -0.4516
C -4.779 1.235 -1.877 -0.8073
C -3.734 0.517 -1.316 -0.4311
H -3.080 -1.993 -2.841 0.4037
H -2.929 -4.083 -4.128 0.4256
H -0.755 -5.228 -4.380 0.4197
H 1.278 -4.284 -3.346 0.4358
H 1.151 -2.203 -2.046 0.3536
H -1.338 1.194 -3.649 0.4075
H -3.197 2.463 -4.614 0.4430
H -5.401 2.491 -3.499 0.4330
H -5.745 1.245 -1.391 0.4618
H -3.897 -0.024 -0.391 0.3727
```

=====

Computed, not measured: 2 unconnected molecules or ions with the total composition C18H15FNO5PS, with the ωB97M-V functional and the def2-TZVPD basis.

M ... 407.36 g/mol
Largest force on an atom ... 1.62 eV/A
HOMO energy ... -0.31544 Ha
Kohn-Sham gap ... 6.93 eV
SMILES ... O=C(F)NC(=O)c1cc([PH2]=S)c2c(c1)C(=O)c1ccccc1C2=O.CCO

```
42
Properties=species:S:1:pos:R:3:mulliken_charge:R:1
O -0.190 -3.305 6.072 -0.4641
C -0.616 -3.817 5.102 0.6869
F -1.723 -3.415 4.524 -0.2265
N -0.088 -4.936 4.475 -0.2910
C 0.108 -4.832 3.032 0.1377
O -0.053 -5.782 2.343 -0.4390
C 0.532 -3.509 2.499 0.4229
C 1.563 -2.810 3.124 -0.5584
C 1.983 -1.574 2.650 0.4962
P 3.295 -0.753 3.608 0.2049
S 2.624 0.447 4.992 -0.4145
C 1.352 -1.018 1.522 -0.1807
C 0.331 -1.732 0.894 -0.1808
C -0.071 -2.966 1.379 -0.7662
C -0.376 -1.223 -0.317 0.6440
O -1.315 -1.830 -0.770 -0.6428
C 0.108 0.028 -0.922 0.2458
C -0.443 0.512 -2.099 -0.6064
C -0.011 1.706 -2.653 -0.2958
C 0.995 2.436 -2.024 -0.7525
C 1.555 1.952 -0.852 -0.4816
C 1.118 0.756 -0.288 0.0930
C 1.746 0.310 0.982 0.9350
O 2.546 1.014 1.549 -0.6565
H 0.774 -5.143 4.967 0.3262
H 2.034 -3.230 4.001 0.2414
H 4.059 -1.795 4.165 0.0983
H 4.168 -0.101 2.735 0.0849
H -0.865 -3.518 0.900 0.5588
H -1.221 -0.055 -2.587 0.4816
H -0.448 2.109 -3.552 0.3529
H 1.335 3.369 -2.438 0.4510
H 2.325 2.514 -0.348 0.4720
C -3.293 5.031 -5.850 -1.0615
C -2.959 3.807 -5.017 -0.2087
O -1.999 4.102 -4.003 -0.4592
H -2.391 5.432 -6.314 0.2894
H -4.012 4.788 -6.633 0.3263
H -3.718 5.819 -5.224 0.3246
H -2.520 3.030 -5.641 0.2741
H -3.864 3.401 -4.554 0.2800
H -2.374 4.778 -3.431 0.2581
```

=====

Computed, not measured: 2 unconnected molecules or ions with the total composition C18H15N2O5S2, with the ωB97M-V functional and the def2-TZVPD basis.

M ... 403.46 g/mol
Largest force on an atom ... 3.63 eV/A
Net charge ... -1
HOMO energy ... -0.18877 Ha
Kohn-Sham gap ... 7.37 eV

```
42
Properties=species:S:1:pos:R:3:mulliken_charge:R:1
N 3.055 1.104 -1.102 -0.1765
C 3.480 2.385 -1.094 -0.1659
N 4.852 2.446 -1.147 -0.7054
C 5.281 1.138 -1.122 0.5753
C 6.696 0.779 -1.161 -0.2952
O 7.634 1.562 -1.188 -0.5463
C 4.137 0.294 -1.071 -0.5702
H 2.827 3.266 -1.041 0.3983
H 6.924 -0.294 -1.173 0.2940
H 4.094 -0.794 -0.970 0.3648
C -5.058 -1.189 -0.132 -0.4352
C -5.124 0.176 0.157 -0.5192
C -4.118 1.040 -0.283 -0.1966
C -3.032 0.533 -0.998 0.0394
S -1.676 1.636 -1.532 1.4128
C -0.147 1.395 -0.503 -0.2834
C 1.047 0.931 -0.984 -0.2032
S -0.488 1.338 1.265 1.1606
C -0.214 -0.383 1.727 0.1644
C -1.288 -1.253 1.941 -0.3301
C -1.039 -2.617 2.121 -0.5509
C 0.276 -3.097 2.143 -0.4002
C 1.345 -2.210 1.974 -0.6814
C 1.100 -0.851 1.771 -0.4718
O 0.493 2.189 1.888 -0.6948
O -1.905 1.530 1.483 -0.6101
O -1.320 1.294 -2.894 -0.7107
O -2.180 2.945 -1.184 -0.6783
C -3.013 -0.806 -1.383 -0.3908
C -4.001 -1.674 -0.908 -0.5179
H -5.830 -1.869 0.236 0.3638
H -5.951 0.578 0.744 0.3574
H -4.177 2.099 -0.045 0.4217
H 1.576 0.139 -0.439 0.2285
H 1.304 1.203 -2.014 0.3442
H -2.309 -0.875 1.926 0.4516
H -1.880 -3.306 2.241 0.3841
H 0.472 -4.162 2.294 0.3541
H 2.377 -2.566 1.987 0.3907
H 1.922 -0.150 1.630 0.6450
H -2.205 -1.166 -2.016 0.3942
H -3.937 -2.738 -1.144 0.3892
```